Entry 1:
A cluster of 3 separate species, C41H58ClF3O5Si in total. Source: OMol25; level of theory: ωB97M-V/def2-TZVPD.

Each line ends with the Mulliken charge.
Atoms and positions in Å:
C (-5.778, 3.150, -1.809)  -0.93
C (-5.788, 2.165, -2.694)  -0.23
C (-4.976, 0.895, -2.611)  -0.87
C (-3.977, 0.873, -1.477)  -0.38
C (-2.794, 1.547, -1.753)  -0.56
C (-1.791, 1.606, -0.814)  0.44
C (-1.950, 0.961, 0.412)  -0.10
C (-3.105, 0.240, 0.672)  0.54
C (-3.187, -0.568, 1.946)  0.48
F (-1.990, -0.795, 2.502)  -0.22
F (-3.951, 0.011, 2.882)  -0.27
F (-3.686, -1.797, 1.674)  -0.32
C (-4.181, 0.218, -0.249)  1.20
Si (-5.877, -0.698, 0.001)  0.58
C (-5.693, -2.353, -0.892)  -1.27
C (-7.356, 0.230, -0.709)  -1.25
C (-6.430, -1.006, 1.770)  -1.30
C (-0.786, 1.179, 1.337)  -0.14
O (-0.880, 1.566, 2.473)  -0.56
C (0.546, 1.038, 0.665)  0.39
C (1.602, 0.358, 1.253)  0.17
O (1.396, -0.273, 2.451)  -0.67
C (2.827, 0.287, 0.589)  0.84
C (3.936, -0.510, 1.242)  -1.76
C (4.892, 0.354, 2.020)  0.71
O (5.150, 1.487, 1.771)  -0.45
Cl (5.628, -0.464, 3.408)  -0.23
C (3.006, 0.928, -0.639)  0.52
C (4.326, 0.852, -1.370)  -1.46
C (4.295, -0.231, -2.462)  -0.32
O (4.696, -1.503, -1.991)  -0.43
C (3.653, -2.446, -1.785)  0.40
C (4.133, -3.838, -2.207)  -1.33
C (1.939, 1.619, -1.234)  0.58
C (2.089, 2.321, -2.533)  -1.08
C (1.597, 1.879, -3.687)  -0.94
C (0.710, 1.648, -0.578)  1.19
C (-0.512, 2.328, -1.114)  -0.68
O (-0.503, 3.380, -1.705)  -0.56
H (-5.241, 3.081, -0.872)  0.25
H (-6.309, 4.066, -2.033)  0.31
H (-6.420, 2.236, -3.574)  0.38
H (-4.408, 0.876, -3.547)  -0.23
H (-5.601, 0.003, -2.645)  0.60
H (-2.644, 2.032, -2.709)  0.78
H (-4.718, -2.449, -1.366)  0.33
H (-6.484, -2.492, -1.630)  0.36
H (-5.794, -3.163, -0.167)  0.43
H (-8.230, -0.213, -0.225)  0.43
H (-7.480, 0.071, -1.777)  0.37
H (-7.360, 1.289, -0.467)  0.35
H (-6.002, -1.880, 2.248)  0.34
H (-6.320, -0.118, 2.389)  0.32
H (-7.507, -1.183, 1.704)  0.40
H (1.931, 0.124, 3.146)  0.27
H (3.494, -1.278, 1.874)  0.62
H (4.481, -1.049, 0.463)  0.27
H (4.483, 1.803, -1.877)  0.51
H (5.131, 0.651, -0.672)  0.41
H (5.006, 0.062, -3.239)  0.35
H (3.313, -0.264, -2.936)  0.18
H (3.366, -2.479, -0.729)  0.05
H (2.761, -2.173, -2.353)  0.20
H (5.205, -3.825, -2.389)  0.31
H (3.653, -4.127, -3.143)  0.31
H (3.879, -4.594, -1.467)  0.35
H (2.615, 3.273, -2.522)  0.48
H (1.405, 2.545, -4.517)  0.35
H (1.340, 0.829, -3.786)  0.20
C (-1.489, -0.297, -4.576)  -0.45
C (-1.268, -1.529, -5.449)  -0.60
C (-1.353, -1.233, -6.945)  -0.86
C (-2.711, -0.710, -7.418)  -0.74
C (-3.895, -1.626, -7.112)  -0.17
C (-3.800, -2.990, -7.790)  -1.30
H (-2.484, 0.127, -4.723)  -0.16
H (-1.394, -0.552, -3.518)  0.43
H (-0.754, 0.477, -4.801)  0.20
H (-1.988, -2.304, -5.176)  0.32
H (-0.279, -1.944, -5.233)  0.34
H (-1.095, -2.139, -7.500)  0.37
H (-0.587, -0.495, -7.206)  0.36
H (-2.660, -0.544, -8.498)  0.42
H (-2.899, 0.272, -6.974)  0.30
H (-4.810, -1.129, -7.443)  0.42
H (-3.997, -1.762, -6.031)  0.10
H (-3.739, -2.879, -8.875)  0.30
H (-4.679, -3.595, -7.567)  0.39
H (-2.924, -3.548, -7.456)  0.30
C (5.070, 1.141, 11.143)  -1.18
C (4.558, 0.336, 9.952)  -0.36
C (5.661, -0.087, 8.984)  -0.67
C (6.410, 1.068, 8.317)  -0.71
C (5.529, 2.038, 7.530)  -0.43
C (4.802, 1.381, 6.361)  -1.00
H (5.537, 2.076, 10.829)  0.28
H (4.253, 1.395, 11.819)  0.37
H (5.806, 0.568, 11.711)  0.29
H (3.793, 0.911, 9.424)  0.24
H (4.060, -0.564, 10.322)  0.36
H (5.228, -0.734, 8.215)  0.29
H (6.386, -0.706, 9.522)  0.38
H (7.164, 0.648, 7.643)  0.34
H (6.966, 1.628, 9.074)  0.32
H (6.160, 2.844, 7.147)  0.36
H (4.803, 2.512, 8.196)  0.27
H (5.510, 0.936, 5.659)  0.16
H (4.212, 2.118, 5.812)  0.39
H (4.121, 0.597, 6.698)  0.30

Results
* DFT total energy: -82248.174 eV
* SMILES: C=CCc1cc2c(c(C(F)(F)F)c1[Si](C)(C)C)C(=O)c1c(O)c(CC(=O)Cl)c(CCOCC)c(C=C)c1C2=O.CCCCCC.CCCCCC
* orbital gap: 8.68 eV
* spin multiplicity: 1

---

Entry 2:
A structure of composition C41H59AsCl5MnN8Si3 in a non-equilibrium geometry. Source: OMol25; level of theory: ωB97M-V/def2-TZVPD.

Each line ends with the Löwdin spin population.
Atoms and positions in Å:
Mn (10.985, 14.780, 15.619)  4.65
Cl (13.143, 16.271, 17.686)  0.02
C (13.226, 16.802, 16.030)  0.02
C (12.195, 16.487, 15.156)  0.02
C (12.124, 17.111, 13.911)  0.02
Cl (10.794, 16.658, 12.869)  0.01
C (13.152, 17.963, 13.500)  0.00
Cl (13.067, 18.795, 11.987)  0.00
C (14.217, 18.219, 14.379)  0.01
Cl (15.428, 19.320, 13.923)  0.00
C (14.289, 17.522, 15.607)  0.00
Cl (15.719, 17.857, 16.597)  0.00
N (9.622, 17.393, 17.278)  0.00
C (8.710, 17.117, 16.340)  0.01
N (7.687, 17.895, 16.135)  0.00
C (6.914, 17.544, 15.126)  0.00
N (5.881, 18.301, 14.853)  0.00
N (7.074, 16.424, 14.415)  0.00
C (8.123, 15.677, 14.741)  0.01
N (8.951, 15.925, 15.701)  0.04
C (8.353, 14.399, 13.989)  0.01
C (7.409, 13.833, 13.148)  0.00
C (7.732, 12.640, 12.553)  0.01
C (8.982, 12.080, 12.787)  0.00
C (9.812, 12.652, 13.699)  0.01
N (9.539, 13.827, 14.232)  0.03
H (9.493, 18.310, 17.663)  0.00
H (10.584, 17.112, 17.113)  0.00
H (5.660, 19.046, 15.512)  0.00
H (5.101, 17.860, 14.349)  0.00
H (6.453, 14.234, 13.025)  0.00
H (6.991, 12.148, 11.924)  0.00
H (9.309, 11.164, 12.333)  0.00
H (10.771, 12.166, 13.870)  0.00
C (11.966, 11.109, 21.587)  0.00
C (12.779, 12.371, 21.222)  0.00
C (12.665, 13.510, 22.239)  0.00
C (14.243, 11.997, 21.136)  0.00
C (12.212, 12.735, 19.861)  0.01
C (11.046, 13.428, 19.792)  0.00
C (10.529, 13.832, 18.576)  0.01
N (11.124, 13.514, 17.384)  0.03
C (12.260, 12.769, 17.426)  0.01
C (12.797, 12.357, 18.634)  0.00
C (12.899, 12.464, 16.144)  0.01
C (13.762, 11.381, 15.958)  0.00
C (14.426, 11.296, 14.759)  0.00
C (14.043, 12.140, 13.737)  0.00
C (13.163, 13.119, 13.945)  0.01
N (12.616, 13.296, 15.148)  0.04
C (15.311, 10.127, 14.477)  0.00
C (16.247, 9.909, 15.704)  0.00
C (14.546, 8.832, 14.171)  0.00
C (16.237, 10.388, 13.244)  0.00
H (12.112, 10.765, 22.602)  0.00
H (12.311, 10.276, 20.939)  0.00
H (10.877, 11.211, 21.476)  0.00
H (13.129, 13.162, 23.168)  0.00
H (11.596, 13.717, 22.525)  0.00
H (13.085, 14.472, 21.857)  0.00
H (14.581, 11.689, 22.109)  0.00
H (14.830, 12.833, 20.829)  0.00
H (14.385, 11.143, 20.423)  0.00
H (10.503, 13.696, 20.755)  0.00
H (9.646, 14.511, 18.537)  0.00
H (13.705, 11.832, 18.684)  0.00
H (13.836, 10.656, 16.729)  0.00
H (14.508, 12.129, 12.759)  0.00
H (12.964, 13.937, 13.245)  0.00
H (15.751, 9.479, 16.559)  0.00
H (16.767, 10.891, 15.951)  0.00
H (17.000, 9.262, 15.334)  0.00
H (13.914, 8.445, 14.956)  0.00
H (15.261, 8.073, 13.996)  0.00
H (13.939, 9.058, 13.244)  0.00
H (16.832, 11.292, 13.350)  0.00
H (15.601, 10.441, 12.348)  0.00
H (16.879, 9.548, 13.059)  0.00
C (14.047, 11.028, 9.795)  0.00
Si (12.340, 11.623, 9.152)  0.00
C (11.161, 10.456, 10.007)  0.00
C (12.201, 11.603, 7.244)  0.00
As (11.883, 13.696, 10.129)  0.00
Si (13.506, 15.240, 9.366)  0.00
C (14.580, 15.574, 10.912)  0.00
C (14.473, 14.543, 7.908)  0.00
C (12.675, 16.899, 9.001)  0.00
Si (9.930, 14.472, 8.988)  0.00
C (10.257, 14.805, 7.171)  0.00
C (9.102, 15.909, 9.829)  0.00
C (8.723, 13.005, 9.029)  0.00
H (14.880, 11.518, 9.288)  0.00
H (14.148, 9.964, 9.562)  0.00
H (14.121, 11.226, 10.877)  0.00
H (11.523, 9.432, 9.865)  0.00
H (10.131, 10.544, 9.570)  0.00
H (11.152, 10.659, 11.076)  0.00
H (12.586, 10.681, 6.938)  0.00
H (12.882, 12.348, 6.679)  0.00
H (11.169, 11.591, 6.972)  0.00
H (14.976, 14.630, 11.318)  0.00
H (13.924, 16.014, 11.653)  0.00
H (15.391, 16.225, 10.699)  0.00
H (14.948, 13.566, 7.997)  0.00
H (15.163, 15.242, 7.508)  0.00
H (13.713, 14.355, 7.104)  0.00
H (13.483, 17.577, 8.732)  0.00
H (12.078, 17.240, 9.836)  0.00
H (12.010, 16.975, 8.120)  0.00
H (11.026, 15.495, 6.863)  0.00
H (9.334, 15.155, 6.631)  0.00
H (10.499, 13.863, 6.767)  0.00
H (9.541, 16.909, 9.619)  0.00
H (9.124, 15.695, 10.912)  0.00
H (8.066, 15.936, 9.476)  0.00
H (8.973, 12.321, 8.173)  0.00
H (7.712, 13.333, 8.800)  0.00
H (8.850, 12.445, 9.970)  0.00

Results
* energy relative to the best compared isomer or geometry (same formula, charge and spin): 0.00 kcal per mole
* DFT total energy: -233801.326 eV
* total charge: +1
* orbital gap (alpha / beta): 7.12 / 6.99 eV
* spin multiplicity: 6